166
Properties=species:S:1:pos:R:3:forces:R:3:lowdin_charge:R:1 method="wB97M-V/def2-TZVPD" total_energy_ha=-3621.79177 total_charge=+2 relative_energy_kcal_mol=329.0 homo_lumo_gap_ev=1.786 max_force_ev_per_a=5.353 e_homo_ha=-0.23653
C -2.9730 -2.2262 7.0936 -2.9229 0.3473 -4.3629 -0.414
O -1.8322 -2.6088 6.1972 -0.1756 0.6213 -0.0543 -0.137
O -4.1531 -2.2003 6.2789 3.4826 -0.0739 2.6907 -0.316
C -2.9927 -3.2156 8.2661 -2.4291 1.4767 -1.4710 -0.628
F -4.2828 -3.4364 8.6958 1.2035 0.1863 0.2467 0.096
F -2.4977 -4.3738 7.9456 0.7366 -1.6989 0.1029 0.175
F -2.2894 -2.6681 9.2440 0.5473 -0.1603 1.5974 0.135
C -0.4996 -2.4883 6.6166 1.4401 -2.0445 -0.5601 -0.324
C 0.3838 -1.2560 6.3531 -1.8364 0.4966 0.6537 -0.084
H 0.1325 -0.8533 5.3719 0.0586 0.0433 -0.0924 0.061
H 0.0856 -0.5355 7.1147 0.5536 0.5935 -0.0510 0.051
H 1.4477 -1.4911 6.3837 -0.1685 -0.0644 0.2285 0.074
H 0.0606 -3.2165 6.0300 -0.3044 -0.5881 -0.5409 0.097
H -0.3347 -2.9621 7.5842 -0.1187 0.7315 0.6815 0.108
H -2.6796 -1.2372 7.4455 -0.0764 0.3514 0.6030 0.113
C 6.8744 -5.0929 1.9776 3.0099 -3.4665 2.7529 -0.459
O 7.7649 -4.1496 1.4131 -0.4767 2.7524 -0.5734 -0.110
O 7.6718 -5.8767 2.9016 -3.3210 2.5759 -2.2715 -0.302
C 5.5039 -4.4951 2.5185 3.5658 -0.3526 -1.4660 -0.671
F 4.7368 -4.2034 1.4481 -1.4751 -0.1799 -0.8753 0.079
F 4.8934 -5.2885 3.3274 -1.6352 -1.9360 0.8122 0.177
F 5.6150 -3.3683 3.1580 0.5753 2.3826 1.1561 0.161
C 7.2797 -3.1530 0.4829 1.4297 -0.3103 0.5951 -0.278
C 8.5636 -2.5597 -0.1541 -1.4374 -0.2230 -0.6648 -0.084
H 9.0474 -3.3229 -0.7637 0.5238 -0.0807 0.5527 0.066
H 8.2755 -1.8078 -0.8888 -0.1966 0.3832 -0.0840 0.044
H 9.1821 -2.0470 0.5825 0.1533 -0.5385 -0.0145 0.076
H 6.7240 -2.3173 0.9081 -0.0591 0.0086 0.7825 0.097
H 6.5598 -3.5636 -0.2251 0.2234 -0.4485 -0.5208 0.093
H 6.6529 -5.7050 1.1033 -1.0751 -0.5407 -0.3533 0.114
C 1.1793 -0.4204 0.1046 -0.1809 0.9078 0.4429 -0.101
C 0.6444 -0.1003 -1.3039 1.9471 0.1669 -0.1598 -0.710
C -0.4146 0.9873 -1.3002 -0.5296 -0.4602 0.3479 -0.131
O 1.6548 0.2301 -2.2280 -1.0633 -0.4890 0.5250 -0.398
H 1.8767 -1.2564 0.1574 0.2869 0.2963 -0.3692 0.066
H 0.3873 -0.6871 0.8043 -0.5047 -0.1224 -0.0489 0.051
H 1.5883 0.4965 0.5291 0.6344 -0.0284 0.0867 0.059
H 0.1118 -1.0382 -1.4609 -0.4874 -0.6448 -1.1521 0.084
H -0.0025 1.9572 -1.0218 0.1730 0.1531 -0.4934 0.056
H -1.2185 0.7936 -0.5900 -0.2523 -0.2197 0.3365 0.041
H -0.8694 0.9047 -2.2874 0.0491 0.7651 -0.1951 0.047
C -6.3904 3.8409 6.0546 -0.3338 0.8175 0.4234 -0.079
O -5.4713 4.0852 7.1572 -0.0672 -0.0284 -2.5040 -0.179
C -4.4410 3.0923 7.2135 -0.8376 -0.5244 0.4795 -0.195
C -3.0804 3.7240 7.3989 0.7331 1.4333 0.1193 -0.048
N -2.7609 4.9011 6.4333 -0.2532 -1.6164 -0.4225 0.080
H -3.5440 5.5372 6.4791 -0.4719 0.2252 -0.2305 0.157
H -1.9714 5.3774 6.8455 0.6112 0.1711 -0.2226 0.157
C -2.4859 4.4674 4.9360 -1.2729 2.7393 1.4989 -0.050
C -1.1394 3.8749 4.7849 -0.4782 -2.7824 0.8574 -0.269
O -0.2274 4.6573 5.4239 0.8016 2.2504 -0.0438 -0.178
C 1.0931 4.1628 5.6562 0.1584 -0.0650 0.8856 -0.039
H -7.2414 4.5007 6.2237 -0.0777 -0.2527 0.2716 0.093
H -6.7281 2.8114 5.9359 0.1075 -0.1259 0.6088 0.097
H -6.0399 4.1379 5.0661 0.8159 0.1338 -0.0594 0.064
H -4.4155 2.3319 6.4330 -0.3391 0.3744 -0.6183 0.132
H -4.8422 2.5400 8.0633 1.4151 -0.4903 0.5091 0.151
H -2.1881 3.1155 7.2515 -0.4999 -0.6257 0.4622 0.132
H -3.0393 4.2329 8.3620 0.1205 -0.2986 0.1577 0.141
H -2.4904 5.4311 4.4267 -0.5396 -0.0335 -0.2655 0.132
H -3.3929 3.8784 4.8002 0.5323 -0.2934 -0.9589 0.126
H -0.8921 3.5660 3.7693 -0.0969 0.3925 -0.2987 0.150
H -1.3062 2.9412 5.3219 0.8227 -0.8477 0.0974 0.126
H 1.8025 4.9247 5.9794 -0.7048 0.7997 -0.1284 0.094
H 1.6050 3.7545 4.7848 -0.5965 -0.7057 0.0154 0.103
H 0.9815 3.5666 6.5618 0.5301 -0.9716 -0.4876 0.100
C 7.5359 -4.2578 -7.7128 2.3022 -0.1810 -0.1434 -0.107
O 6.4746 -3.9316 -6.8882 -1.8528 0.7813 1.1022 -0.187
C 6.5766 -2.7705 -6.0664 0.0262 0.4467 -0.0847 -0.188
C 5.3834 -2.6693 -5.0814 0.6835 -0.9493 -1.4939 -0.033
N 4.1434 -2.3838 -5.9799 1.0532 -2.0884 1.3696 0.096
H 3.5111 -1.8617 -5.3903 -0.7396 0.2782 -0.1162 0.160
H 4.4724 -1.8041 -6.7388 -0.0928 0.3358 -0.2580 0.156
C 3.4326 -3.6297 -6.5778 0.2201 1.9123 0.0543 -0.073
C 2.3232 -3.1206 -7.4545 -0.0750 -0.0818 -0.2749 -0.232
O 1.4149 -2.2151 -6.8647 1.2271 0.0010 -0.1242 -0.172
C 0.6536 -2.7337 -5.8036 -1.5417 -0.3681 -0.3260 -0.095
H 7.7145 -3.6893 -8.6255 -0.9188 0.4127 -0.2143 0.092
H 7.5093 -5.3141 -7.9803 -0.3534 0.0919 0.1563 0.102
H 8.4736 -4.0894 -7.1832 0.2266 -0.2612 0.3263 0.093
H 6.5313 -1.8617 -6.6664 0.1084 0.2507 -0.5227 0.119
H 7.5371 -2.6829 -5.5585 0.0453 -0.4495 0.2981 0.138
H 5.4494 -1.9028 -4.3092 0.1892 0.2058 -0.4038 0.141
H 5.3410 -3.6293 -4.5669 -0.7774 -0.0363 -0.1373 0.140
H 3.0725 -4.2285 -5.7412 0.3157 -0.0610 -0.1533 0.140
H 4.0898 -4.1282 -7.2903 0.4703 -0.2024 0.8119 0.133
H 1.9875 -4.0786 -7.8514 -1.3960 -0.0612 0.0162 0.137
H 2.6909 -2.6364 -8.3592 0.3042 0.3274 0.1836 0.138
H 0.0777 -3.5409 -6.2563 -0.2099 -0.4113 0.4969 0.098
H -0.0619 -1.9698 -5.4994 0.2006 0.1024 -0.0588 0.097
H 1.1440 -3.0696 -4.8899 0.6035 0.0226 -0.1644 0.091
C -1.5840 5.4943 -6.2487 -0.0624 -1.3027 0.9913 -0.042
O -0.2861 4.9388 -5.8508 -0.5659 1.7469 0.2743 -0.202
C -0.0707 3.6243 -6.2556 -0.4639 0.1431 -0.5544 -0.235
C 1.4133 3.3106 -6.2784 0.1226 -0.5749 1.1585 -0.063
N 2.1241 3.7804 -4.9849 0.3229 0.1846 -2.0383 0.096
H 1.4923 4.5112 -4.6904 0.2341 0.8300 0.7700 0.146
H 2.0899 3.0286 -4.3113 0.0506 -0.3349 0.6951 0.162
C 3.5722 4.2668 -5.2595 -1.0863 0.6978 -0.0326 -0.049
C 4.0042 5.2965 -4.1531 0.0702 -1.7981 1.2675 -0.151
O 3.5862 4.8889 -2.8344 -0.5467 -0.1359 0.0526 -0.207
C 4.3877 3.9102 -2.1367 0.8806 -0.4872 -0.6851 -0.073
H -2.3582 4.8061 -5.9094 -0.0666 -0.4916 -0.1845 0.082
H -1.7089 5.6064 -7.3257 0.4394 0.2435 0.0329 0.097
H -1.8584 6.3740 -5.6665 0.9315 0.3345 -0.3375 0.091
H -0.4378 3.5634 -7.2801 0.0778 -0.6294 -0.2303 0.134
H -0.6209 2.9133 -5.6392 -0.0813 -0.0861 0.1780 0.136
H 1.8817 3.7758 -7.1458 0.2018 -0.2573 0.2544 0.132
H 1.4983 2.2275 -6.1900 0.2414 -0.0088 -0.8929 0.136
H 3.4706 4.7519 -6.2303 0.1017 0.5165 0.1906 0.114
H 4.1941 3.4132 -5.5294 -0.0138 -0.2223 0.9410 0.133
H 3.5210 6.2489 -4.3711 0.0537 -0.0521 0.1791 0.129
H 5.0841 5.4060 -4.0533 0.1256 0.1464 -0.8701 0.127
H 4.2493 2.8859 -2.4827 -0.3511 -0.0396 -0.4780 0.082
H 4.2452 3.8029 -1.0614 -0.8188 0.9172 -0.1043 0.096
H 5.4529 4.1162 -2.2418 0.1359 0.3231 -0.2269 0.086
C -3.3987 -4.6832 -0.9517 -0.3761 0.6407 1.2620 -0.069
O -3.1349 -5.6959 0.0599 -0.1093 -0.6218 -0.9675 -0.215
C -3.2665 -5.2737 1.4045 0.4526 0.6149 0.0460 -0.181
C -2.7904 -6.3436 2.4575 -0.3663 -0.6302 -1.3423 -0.035
N -1.6645 -7.2363 1.9171 0.2559 2.0686 0.7127 0.055
H -1.5878 -7.9734 2.6033 0.4054 -0.4219 0.0914 0.172
H -1.9621 -7.6458 1.0432 0.0948 -0.1204 -0.6347 0.155
C -0.3335 -6.4862 1.7637 0.4461 -1.7493 -0.7933 -0.024
C 0.7101 -7.5569 1.1118 -1.6376 0.3094 -0.7049 -0.109
O 0.1682 -8.0084 -0.1582 0.0556 0.7348 0.3479 -0.210
C 0.1064 -7.0695 -1.2380 0.4619 0.2253 0.2349 -0.090
H -4.3039 -4.1038 -0.7703 -0.5646 -0.4172 0.5377 0.082
H -3.5596 -5.0734 -1.9567 0.6646 -0.5592 0.3428 0.093
H -2.6656 -3.8789 -0.8907 0.6770 -0.3357 -0.3379 0.086
H -4.2940 -4.9535 1.5776 -0.1546 -0.3419 0.4538 0.132
H -2.6756 -4.3637 1.5090 0.2745 0.1015 0.3675 0.123
H -3.5321 -7.1085 2.6875 -0.5226 0.4562 -0.0830 0.132
H -2.4711 -5.9180 3.4088 0.0659 0.2853 -0.2431 0.143
H -0.1294 -6.0408 2.7374 0.4549 -0.4355 0.0235 0.136
H -0.5438 -5.6510 1.0955 0.1396 -0.2332 -0.2171 0.115
H 0.7439 -8.5178 1.6252 -0.1610 0.3376 0.7035 0.125
H 1.7507 -7.2469 1.0162 -0.1989 0.6842 0.0346 0.131
H -0.8016 -6.4667 -1.2255 -0.3328 -0.2288 0.0217 0.064
H 0.2007 -7.6166 -2.1761 -0.2531 -0.1395 0.1740 0.093
H 0.9210 -6.3453 -1.2281 0.3576 -0.0820 0.2741 0.092
C -3.9640 8.0055 -0.1785 0.1734 2.8808 -0.0674 -0.127
O -4.8069 7.1054 -0.7471 -0.9629 -2.3407 -0.7906 -0.180
C -4.2468 5.8188 -0.7470 -1.2840 0.4359 0.8935 -0.211
C -5.2712 4.8656 -1.2687 -1.0889 -0.2127 -1.5865 -0.064
N -6.7643 5.0014 -0.8306 2.1318 -0.3454 0.6013 0.054
H -7.0874 5.9458 -0.9851 0.3379 0.6742 -0.2701 0.167
H -7.2585 4.4376 -1.5074 -0.4750 -0.5270 0.1470 0.168
C -7.0346 4.6928 0.6224 0.4499 -0.9809 -2.0338 -0.050
C -6.6984 3.1945 0.8660 1.4092 1.4458 1.0194 -0.146
O -5.2696 3.0322 1.1391 -1.6926 1.7138 -0.5430 -0.225
C -4.8932 1.7011 1.3779 -0.3967 -0.6215 0.5662 -0.087
H -4.5209 8.9098 -0.4239 0.8532 0.7104 0.2218 0.108
H -2.9857 7.9900 -0.6590 0.1530 0.1764 0.0496 0.103
H -3.8581 8.0116 0.9063 -0.0510 -0.6869 0.2209 0.098
H -3.9951 5.6035 0.2915 0.2836 -0.5169 0.0952 0.131
H -3.3535 5.7221 -1.3641 0.1328 0.0693 -0.1264 0.147
H -4.8381 3.8744 -1.1343 -0.8946 -0.2679 0.2084 0.135
H -5.5295 5.0093 -2.3178 1.2780 0.1372 -0.4110 0.137
H -8.1105 4.8678 0.6203 0.0652 0.1015 1.2269 0.144
H -6.3687 5.4480 1.0400 -0.5433 -0.3072 1.1379 0.139
H -7.0095 2.6588 -0.0308 -0.0899 -0.4809 0.1400 0.133
H -7.2616 2.9270 1.7600 -0.1043 -0.5503 -0.1657 0.133
H -5.7191 1.1947 1.8774 -0.1080 -0.4423 -0.2827 0.095
H -4.1012 1.6660 2.1259 0.3218 0.1983 -0.4084 0.095
H -4.6122 1.2317 0.4351 0.0736 -0.3290 0.1973 0.096